A structure of composition C23H27MnN4SSi2 at a distorted geometry. Source: the Open Molecules 2025 dataset; level of theory: ωB97M-V/def2-TZVPD.

Frontier orbital gap (spin up / spin down), eV: 6.0 / 6.3
Multiplicity: 4
Net charge: +1

Each line ends with the Mulliken charge.
Atoms and positions in Å:
Mn: 0.056648 -0.168883 0.015751  -0.46
S: -1.688984 0.487086 1.233524  -0.57
C: -0.736085 1.606762 2.266722  0.29
N: -1.267217 2.443133 3.137723  -0.51
N: -2.536986 2.536761 3.222278  0.49
C: -3.173337 3.416775 4.125800  0.74
C: -2.438060 4.180629 5.023698  -0.30
C: -3.114073 5.027227 5.883388  -0.56
C: -4.501464 5.108974 5.849373  -0.51
C: -5.221487 4.336859 4.949400  -0.58
C: -4.559389 3.485617 4.081487  -0.49
N: 0.609639 1.585211 2.231064  -0.88
N: 1.041717 0.854099 1.280414  1.03
C: 2.405128 0.490037 1.204722  0.72
C: 3.286745 0.595024 2.275084  -0.59
C: 4.582001 0.132295 2.127192  -0.55
C: 4.995726 -0.447537 0.932032  -0.50
C: 4.114014 -0.554960 -0.132055  -0.99
C: 2.820235 -0.073981 -0.003607  0.31
H: -3.125115 1.976982 2.604294  0.22
H: -1.360503 4.102184 5.038163  0.41
H: -2.554680 5.627328 6.587772  0.38
H: -5.019599 5.774260 6.526069  0.39
H: -6.300587 4.398251 4.923557  0.37
H: -5.113958 2.878673 3.374840  0.34
H: 2.937787 1.022878 3.204510  0.49
H: 5.273303 0.212991 2.955020  0.40
H: 6.008629 -0.810234 0.826073  0.41
H: 4.438281 -0.987686 -1.068615  0.42
H: 2.175407 -0.081462 -0.889490  -0.05
C: -2.576471 -2.846475 -0.233442  -1.17
Si: -1.293674 -1.785394 -1.076786  0.70
C: 0.211977 -2.849291 -1.527332  -1.30
C: -2.011671 -0.904679 -2.572929  0.56
C: -2.821875 -1.586966 -3.484451  -0.58
C: -3.357802 -0.937593 -4.586272  -0.71
C: -3.092608 0.409253 -4.791687  -0.73
C: -2.293552 1.100739 -3.894646  -0.50
C: -1.746332 0.457878 -2.780745  0.45
Si: -0.647438 1.432049 -1.611799  0.85
C: 1.008685 1.839836 -2.409587  -1.23
C: -1.452789 3.027017 -1.075947  -1.19
H: -2.901072 -3.631238 -0.921153  0.39
H: -3.450445 -2.259330 0.049726  0.33
H: -2.177066 -3.326837 0.660730  0.38
H: -0.142334 -3.651075 -2.182153  0.37
H: 0.658525 -3.316134 -0.646466  0.39
H: 0.989176 -2.310935 -2.074855  0.39
H: -3.042923 -2.638236 -3.334195  0.33
H: -3.983957 -1.480061 -5.282476  0.40
H: -3.512044 0.919733 -5.648750  0.41
H: -2.098965 2.154488 -4.066554  0.34
H: 0.804715 2.548679 -3.217777  0.42
H: 1.496556 0.971056 -2.854296  0.35
H: 1.698773 2.317150 -1.711302  0.36
H: -1.491082 3.707925 -1.929937  0.41
H: -0.887457 3.521138 -0.282459  0.36
H: -2.468623 2.849286 -0.725282  0.32

Atoms 1-3, force components in eV/Å:
Mn -0.6217 -0.8658 -0.1047
S 0.3098 0.0763 0.0090
C -0.3427 -0.2135 -0.1797